No. 1
17
Properties=species:S:1:pos:R:3:forces:R:3:mulliken_charge:R:1 method="wB97M-V/def2-TZVPD" e_homo_ha=-0.339 total_charge=0 lumo_ev=1.1538 largest_force_ev_per_a=2.453 orbital_gap_ha=0.3818
H -0.4639 -0.8255 1.1406 0.1 0.0 0.0 0.18
H -2.5049 -0.9686 -1.1752 0.6 0.0 0.4 0.28
H -0.9007 0.7930 -1.3600 0.0 0.1 0.2 0.27
C -2.0671 -0.8370 -0.1626 -0.3 -1.6 0.3 -0.43
H 0.6140 2.4251 -0.3666 -0.2 -0.7 0.2 0.32
N 0.7320 -0.9756 -0.6028 1.1 0.3 1.0 -0.60
H -2.5646 -1.5347 0.5543 0.2 0.6 -0.6 0.26
C -0.5254 -0.7141 0.0570 -0.7 0.6 -0.5 0.25
C 0.4397 1.4339 0.1120 0.9 2.0 1.1 -0.78
O -2.1353 0.5159 0.2623 -1.0 1.6 0.4 -0.47
C 1.7860 -0.7354 0.4433 0.1 -0.8 -0.7 -0.53
C -0.7973 0.7204 -0.2602 -1.1 -1.3 -0.5 0.01
C 1.4104 0.3946 -0.3862 0.7 -0.7 -1.2 0.12
H 2.1438 0.6854 -1.1093 0.0 0.1 -0.7 0.38
H 0.6413 1.5695 1.1855 -0.6 0.0 -0.1 0.24
H 1.5337 -0.6296 1.4842 -0.2 -0.5 0.3 0.23
H 2.6583 -1.3174 0.1838 0.4 0.3 0.4 0.26

=====

No. 2
19
Properties=species:S:1:pos:R:3:forces:R:3:mulliken_charge:R:1 method="wB97M-V/def2-TZVPD" e_homo_ha=-0.294 total_charge=0 lumo_ev=0.6625 largest_force_ev_per_a=3.789 orbital_gap_ha=0.3187
C 1.1324 -0.9442 -2.2509 0.0 -0.9 0.4 -1.18
H 1.0067 -0.6256 2.7152 0.8 0.9 -1.2 0.33
H -2.3798 0.1815 1.8099 0.4 0.1 -0.8 0.33
H 0.7939 1.0933 -2.2078 -0.2 1.4 -0.8 0.39
H 2.1240 -1.1808 -2.8005 -1.6 1.4 0.9 0.30
C -0.9292 0.1110 -1.1768 2.4 0.9 2.2 0.44
H -0.9067 0.7742 3.1032 0.6 0.5 0.6 0.33
N -1.5761 0.0345 -0.0930 0.6 0.3 -3.7 -0.43
C 0.7263 0.3616 -1.4603 -1.7 -2.4 -0.9 0.45
F -1.4533 0.0554 -2.4686 -0.7 0.0 2.0 -0.28
C -1.3763 0.0379 1.3300 -2.4 -2.6 0.6 -0.57
H 0.9917 -1.8116 -1.6013 0.1 0.0 0.2 0.34
H 0.2336 -0.9466 -2.8561 0.7 -0.7 -1.2 0.36
H -1.1789 -1.0528 1.6184 -0.1 1.2 -0.5 0.31
C 0.9226 0.2363 1.9891 -1.7 -1.1 1.4 -0.46
H -0.4994 1.8965 1.7604 0.1 0.8 0.1 0.33
C -0.4541 0.8912 2.1287 1.1 -0.4 -0.5 -0.54
N 1.2961 0.1980 0.7749 1.0 0.3 1.0 0.02
C 1.5265 0.6904 -0.3142 0.4 0.3 0.3 -0.48

=====

No. 3
25
Properties=species:S:1:pos:R:3:forces:R:3:mulliken_charge:R:1 method="wB97M-V/def2-TZVPD" e_homo_ha="-0.260 / -0.289" total_charge=0 lumo_ev="-0.1121 / -0.9400" largest_force_ev_per_a=1.783 orbital_gap_ha="0.2556 / 0.2543"
C -0.3247 2.8729 -0.8596 0.1 -0.1 -0.1 -0.71
C -0.9243 1.8691 0.1042 0.5 0.2 -1.5 0.19
H -2.1955 0.8834 1.4900 -0.1 0.1 0.1 0.19
C 1.2262 0.0575 -2.4535 0.0 0.1 0.0 -0.65
C 0.4999 -0.7814 -0.2562 0.4 -0.1 -0.7 0.81
H -1.6422 2.4959 1.9691 0.0 0.0 0.1 0.33
C 0.0501 -0.5156 0.9912 -0.1 -0.1 0.4 -0.51
H -1.9282 -1.3384 3.5587 -0.1 -0.1 0.1 0.26
C -0.1838 1.3874 -0.8803 -0.8 1.1 1.1 0.51
H 2.3238 -3.1002 -1.9498 0.0 -0.1 0.0 0.37
H 2.4027 -1.2937 -3.6181 0.0 0.0 -0.1 0.39
O -1.7214 -0.9134 2.7266 -0.3 0.1 -0.1 -0.61
C 1.8691 -1.1388 -2.6925 0.0 0.1 0.0 -0.45
H 0.5220 3.4824 -0.5619 0.1 0.1 0.1 0.22
H -0.9752 3.3634 -1.5780 -0.1 0.0 -0.1 0.22
H 0.0980 -2.4048 3.6866 0.0 -0.1 0.2 0.26
B -0.4762 -1.1990 2.2226 0.2 -0.1 0.2 0.54
H -2.8703 2.3426 0.7174 0.0 0.0 0.0 0.34
O 0.4068 -2.0439 2.8551 0.2 -0.2 0.0 -0.54
C 0.5453 0.2515 -1.2576 -0.1 -0.6 0.0 0.19
H 1.2469 0.8528 -3.1844 0.0 0.1 -0.1 0.45
C 1.8177 -2.1676 -1.7430 0.0 -0.3 0.0 -0.52
C -1.9681 1.8823 1.1282 -0.1 -0.3 0.2 -1.12
C 1.1124 -2.0313 -0.5787 0.1 0.1 0.1 -0.58
H 1.0887 -2.8133 0.1637 0.0 -0.2 0.0 0.41

=====

No. 4
17
Properties=species:S:1:pos:R:3:forces:R:3:mulliken_charge:R:1 method="wB97M-V/def2-TZVPD" e_homo_ha=-0.327 total_charge=0 lumo_ev=1.2448 smiles=CCN1C[C@H]1C largest_force_ev_per_a=0.301 orbital_gap_ha=0.3730
C -0.4396 0.1187 -0.8732 -0.1 -0.2 -0.1 0.43
H -0.5104 0.6219 2.0203 0.0 0.0 -0.1 0.23
H -0.3678 2.3534 -0.9769 0.0 -0.1 0.1 0.25
H 0.8370 0.6920 -2.4954 -0.1 -0.1 0.0 0.32
H -1.1728 -0.6199 -0.5421 0.1 0.1 0.0 0.37
N 0.4546 0.6720 0.1279 0.1 0.0 0.1 -0.31
H 1.2495 0.6017 2.0367 -0.1 0.0 -0.1 0.30
H -0.6098 -0.2110 -3.0006 0.1 0.0 0.1 0.33
H 0.4902 -1.5970 2.6957 0.0 0.0 -0.1 0.37
H 0.7564 -1.0571 -2.2435 -0.1 0.1 0.0 0.28
C 0.3480 -1.3117 1.6487 0.0 -0.1 -0.1 -1.12
C 0.1675 -0.1332 -2.2323 0.0 0.0 0.0 -1.39
C 0.3722 0.2042 1.5131 -0.1 0.0 0.2 -0.32
H -0.6067 -1.7309 1.3148 0.2 0.0 0.0 0.29
H 1.1467 -1.7701 1.0585 0.0 0.1 0.1 0.29
C -0.6366 1.4960 -0.3624 -0.2 0.3 -0.1 -0.60
H -1.4784 1.6710 0.3107 0.2 -0.1 -0.1 0.27

=====

No. 5
19
Properties=species:S:1:pos:R:3:forces:R:3:mulliken_charge:R:1 method="wB97M-V/def2-TZVPD" e_homo_ha=-0.494 total_charge=+1 lumo_ev=-3.8741 smiles="C[C@@]1(Br)C=CCC(=[NH2+])N1" largest_force_ev_per_a=4.882 orbital_gap_ha=0.3513
H 0.3615 -2.6831 1.2467 -1.7 -0.2 0.2 0.39
C 0.5667 -0.6433 -1.3407 -0.1 0.2 1.3 -0.37
C 1.1155 -2.1736 0.7245 4.2 2.4 -0.8 -1.02
H 1.0798 -1.4556 -1.7559 0.5 -0.6 -1.6 0.37
C -0.9692 1.1737 -1.0644 -4.4 -0.1 1.4 -0.63
N -1.4876 1.7296 1.2846 -0.4 1.9 3.4 -0.33
C 0.8960 -0.6804 0.1164 -0.2 -0.6 0.0 0.21
C -0.8238 1.0278 0.4568 0.3 -1.4 -3.8 0.43
N -0.0673 0.0767 0.8864 1.9 -1.2 1.0 -0.15
H -2.1592 2.4139 1.0198 -0.3 0.4 -0.4 0.26
C -0.2473 0.2395 -1.9033 1.6 -1.1 1.9 -0.68
H -0.3938 0.2509 -2.9237 -0.5 0.0 -2.0 0.53
H -1.1636 1.8031 2.2774 -0.7 -0.3 -1.3 0.25
H 0.1698 0.0611 1.8672 -0.3 -0.1 0.4 0.31
Br 2.6762 0.4380 0.2582 -1.0 -1.0 0.0 -0.08
H 1.9490 -1.9716 1.5009 -1.2 -0.8 -1.2 0.35
H -2.1428 1.0030 -1.2981 2.3 0.2 0.7 0.36
H 1.5696 -2.8247 -0.0974 -0.7 0.9 1.2 0.30
H -0.9295 2.2150 -1.2555 0.7 1.1 -0.6 0.51

=====

No. 6
55
Properties=species:S:1:pos:R:3:forces:R:3:mulliken_charge:R:1 method="wB97M-V/def2-TZVPD" e_homo_ha=-0.306 total_charge=0 lumo_ev=0.6424 smiles="Cc1ccccc1C(=O)Nc1ccccc1N1CCN(C(=O)c2ccccc2)CC1" largest_force_ev_per_a=0.369 orbital_gap_ha=0.3296
H -1.0424 3.1110 3.0818 0.0 0.0 0.0 0.56
C -1.4359 -2.3952 1.6646 0.1 -0.1 -0.1 -0.87
C -1.3364 1.1854 2.2117 -0.2 0.0 0.3 0.01
N -1.7397 -1.0226 1.3197 0.0 0.1 0.2 0.76
H 1.7098 -0.0968 -1.3002 0.0 0.2 0.0 0.23
H -3.1006 -2.9316 -0.5662 0.0 0.1 0.0 0.41
H 0.3985 -2.8338 0.5821 -0.2 0.0 0.0 0.59
C -0.2040 1.9149 -1.8077 0.1 0.1 0.1 -0.14
N -1.1192 -2.3624 -0.7504 -0.2 -0.1 -0.1 0.15
H 3.3162 -4.7300 -1.8036 0.0 -0.1 0.0 0.40
C 1.6495 2.0841 -3.3056 -0.1 0.0 -0.1 -0.67
C -2.5243 -2.0210 -0.7549 -0.1 0.1 -0.2 -1.00
C -1.8850 -0.0968 2.3893 0.1 0.1 0.0 -0.02
C 2.7947 3.2056 0.1276 0.0 0.1 0.1 -1.69
H 4.1237 -0.5777 -1.2054 0.1 0.1 0.0 0.46
H -2.9310 -1.3997 3.7212 0.0 -0.1 0.0 0.44
H -2.3434 -2.9847 1.8733 0.0 0.1 0.1 0.46
C 1.9249 2.7165 -0.9888 0.0 0.0 0.0 1.18
H 3.7649 3.5203 -0.2489 0.1 0.0 0.0 0.44
H -1.2429 1.6766 -1.6318 -0.1 -0.1 0.0 0.46
C -2.6236 0.5307 4.5910 -0.1 0.0 0.1 -0.84
C -2.5170 -0.4115 3.5817 0.0 0.0 -0.1 -0.40
H -0.6000 0.6015 0.4269 0.1 0.1 0.1 -0.09
C -0.6735 -3.0011 0.4681 0.1 -0.2 0.3 -1.03
C 1.6082 -3.4487 -1.7181 -0.1 0.1 0.0 0.14
H -2.7727 -1.6396 -1.7458 -0.1 -0.1 0.1 0.46
H -3.7936 -1.1479 0.7814 0.1 0.0 0.0 0.37
H 2.0734 1.9652 -4.2916 0.0 0.0 -0.1 0.40
H -0.2999 1.3932 -3.8746 -0.1 -0.1 -0.1 0.37
H 2.3187 4.0421 0.6341 0.1 0.0 0.1 0.35
C 1.1519 -2.1435 -1.5690 0.3 0.0 -0.2 -0.34
O 0.0134 3.5968 1.2168 0.1 0.1 0.1 -0.66
N -0.6672 1.4258 1.0136 -0.1 -0.3 -0.2 0.12
C 0.3214 1.7691 -3.0783 0.1 0.0 -0.1 -0.63
H -2.8177 0.0413 -0.1032 0.0 0.0 0.0 0.30
C 2.9652 -3.7159 -1.6812 0.0 -0.1 0.0 -0.67
H 4.9304 -2.8986 -1.4596 0.1 0.0 0.0 0.39
C -2.8051 -0.9622 0.3281 -0.1 0.0 -0.1 -0.47
C -2.1036 1.7987 4.4043 -0.1 -0.1 0.0 -0.64
C 2.4381 2.5528 -2.2687 0.0 0.0 0.1 -0.79
C -0.3027 -1.8167 -1.6861 0.0 -0.2 0.1 0.49
C 3.8720 -2.6861 -1.4901 0.1 0.0 0.0 -0.49
O -0.7295 -1.1263 -2.5935 0.0 0.3 -0.2 -0.63
H -3.1185 0.2733 5.5154 0.0 0.0 0.1 0.40
H -2.1919 2.5392 5.1847 0.0 0.1 0.1 0.41
H -0.8047 -2.4123 2.5538 -0.1 0.0 0.0 0.47
C 2.0653 -1.1109 -1.3945 -0.2 -0.1 0.0 0.13
H 3.4743 2.7984 -2.4544 0.1 0.0 0.0 0.36
H 0.8997 -4.2491 -1.8756 -0.1 -0.1 0.0 0.48
C -0.0318 2.5587 0.5902 -0.1 -0.2 -0.1 0.12
H 2.9458 2.4174 0.8661 0.0 0.0 0.1 0.32
C 0.5858 2.3810 -0.7610 0.0 0.1 -0.4 0.54
H -0.8543 -4.0823 0.4156 0.1 0.0 0.1 0.18
C -1.4605 2.1288 3.2245 0.1 0.2 0.0 -0.64
C 3.4206 -1.3848 -1.3472 0.0 0.0 0.0 -0.64

=====

No. 7
78
Properties=species:S:1:pos:R:3:forces:R:3:mulliken_charge:R:1 method="wB97M-V/def2-TZVPD" e_homo_ha=-0.222 total_charge=0 lumo_ev=-3.9961 largest_force_ev_per_a=3.757 orbital_gap_ha=0.0749
C -5.2310 -2.2644 -6.2074 0.1 0.1 -0.1 -1.22
H -2.8322 -0.2810 2.5869 0.0 0.1 0.0 0.11
O -4.2169 -2.0501 0.0867 -0.1 1.2 1.4 -0.74
C -2.4455 -2.3142 6.7054 0.2 -0.5 -0.3 -0.63
B -3.2890 -1.8776 -1.0004 0.4 -2.4 -2.8 1.94
H 0.3306 4.0145 3.4346 -0.2 -0.3 0.1 0.41
H -1.5253 4.1878 5.0751 0.3 -0.4 -0.1 0.41
H -3.2796 1.9201 1.0719 0.1 0.0 0.0 0.25
H -6.7827 -3.4318 -4.0562 0.2 0.1 -0.1 0.28
C -0.8007 -1.4624 4.5890 -1.2 0.5 0.8 0.73
H 1.1935 -3.4074 -1.8220 -0.2 -0.1 0.1 0.25
H 4.5051 -0.5462 2.4252 -0.4 -0.2 0.1 0.40
H -5.2852 0.4158 2.0930 0.0 0.0 -0.1 0.28
C -1.1516 3.2006 4.7755 0.3 0.0 -0.4 -0.60
H -2.5086 2.1005 6.0980 0.3 0.1 -0.2 0.42
H -3.1461 -2.0209 2.4810 -0.1 0.1 -0.2 0.50
H -5.2974 -1.2383 -6.5887 0.0 -0.2 -0.1 0.27
C -4.1452 -2.1815 -2.3711 -0.7 -0.1 0.2 0.23
C -2.9336 -1.1208 1.8895 0.3 0.0 0.3 -1.62
C 2.4163 -0.5353 2.9737 0.3 0.0 0.0 -0.39
C 3.5631 -1.1002 2.4162 -0.2 0.0 0.0 -0.86
C -2.0687 -2.9819 -0.9365 -0.7 1.1 0.2 -0.03
H -6.1765 -0.4655 0.8265 0.3 0.0 0.1 0.43
C -5.8559 -2.9197 -3.7938 0.5 0.5 -0.3 -0.70
H -3.2552 -4.4150 0.1432 0.0 0.1 0.1 0.45
C -5.3565 -2.8336 -2.4425 0.5 0.2 -1.1 -0.99
H 2.2959 -4.1230 1.4779 -0.1 0.4 0.1 0.22
H 2.4975 0.4103 3.5081 0.0 -0.2 -0.3 0.58
H -3.1270 -2.6781 7.4859 0.5 0.2 -0.3 0.40
C -2.4390 -0.9514 6.3711 0.3 0.5 -0.9 -0.60
H -6.1405 -2.8051 -6.4890 0.1 0.1 0.0 0.33
C 0.3263 1.8548 3.3698 0.0 -0.1 0.1 0.19
C -3.5672 0.2175 -0.2399 0.2 -0.6 0.4 1.73
O -2.7582 -0.5528 -1.1192 0.1 1.3 1.5 -0.64
H -5.3956 -0.0062 -1.4114 0.2 0.1 0.1 0.31
C -1.5904 -3.2104 6.0471 -0.3 0.1 0.3 -1.02
H -1.3880 -6.0434 0.3778 0.0 0.1 -0.1 0.32
H -5.3332 1.4510 -0.3866 -0.1 0.0 -0.1 0.39
H 2.0178 -5.4930 -1.0805 0.0 -0.1 0.0 0.32
H -0.6770 -1.7751 -2.0543 -0.1 0.1 0.1 0.45
H -1.7845 0.9920 0.7444 -0.1 0.0 -0.1 0.19
C 1.1068 -5.8471 -0.5901 0.2 -0.1 0.0 -1.67
H 0.0073 -3.4557 4.6076 -0.3 -0.1 0.0 0.62
C -4.0432 -0.8779 0.8698 0.0 0.5 -1.0 2.07
H 0.2601 -3.1425 2.4866 0.1 0.3 -0.4 0.52
C -1.3058 0.8078 4.8659 0.8 1.5 -0.6 0.11
C 0.2133 -3.6191 -1.3808 0.0 0.0 -0.1 -0.76
C -2.2787 -4.1794 -0.2639 0.9 -0.5 -0.1 -0.35
H -5.6184 -1.3100 2.2777 0.0 0.0 -0.1 0.47
H 0.8041 -6.7964 -1.0474 0.2 0.1 0.1 0.43
C -1.7250 2.0493 5.3382 0.0 -1.0 -0.4 -0.49
H -1.5685 -4.2526 6.3671 0.0 0.3 -0.1 0.41
H 4.4217 -2.8129 1.4008 -0.4 0.1 0.2 0.42
H -1.9693 -1.2677 1.3816 -0.2 0.0 0.0 -0.02
S -3.6821 -1.5515 -3.9395 -0.7 -0.9 0.5 -0.31
H -4.3719 -2.7585 -6.6789 -0.2 0.1 -0.1 0.26
C 0.0152 -4.8318 -0.7169 -0.2 0.3 0.2 1.30
C -2.7224 1.3583 0.3118 -0.1 0.1 0.2 -1.77
C 3.5234 -2.3866 1.8588 -0.5 0.2 0.0 -0.52
C 2.3203 -3.1096 1.8847 0.1 0.2 0.0 -0.90
C -0.2639 0.6975 3.8720 -1.0 0.5 0.8 -0.36
C -1.6365 -0.5316 5.3136 0.0 -1.7 0.4 0.09
C -0.1263 3.1008 3.8210 -0.2 0.2 0.3 -1.14
H 1.3310 -6.0450 0.4651 0.1 -0.1 -0.1 0.31
H -4.3621 1.3685 -1.8660 0.0 -0.2 0.1 0.44
C -0.8293 -2.6947 -1.4992 0.4 -0.8 0.2 -0.66
C -5.3569 -0.5357 1.5508 -0.1 0.2 0.1 -2.17
C 1.1717 -2.5467 2.4391 0.2 -0.4 0.2 0.02
H -5.8936 -3.2455 -1.5868 0.4 0.1 -0.2 0.46
C 1.1884 -1.2429 2.9898 -0.1 -0.3 -0.3 0.50
C -5.0567 -2.2853 -4.7263 -0.5 -0.5 1.0 0.59
H -2.4798 2.0425 -0.5073 0.0 -0.1 0.1 0.52
C 0.0210 -0.7091 3.6607 1.4 0.0 0.8 1.11
H -3.0636 -0.2261 6.8925 0.2 -0.3 0.0 0.41
C -4.7412 0.7823 -1.0205 -0.4 0.2 0.0 -2.11
C -1.2334 -5.0976 -0.1491 -0.2 0.1 0.0 -1.07
H 1.1613 1.7738 2.6822 -0.3 0.2 -0.2 0.71
C -0.7461 -2.7874 5.0132 0.2 0.1 0.0 -0.26

=====

No. 8
22
Properties=species:S:1:pos:R:3:forces:R:3:mulliken_charge:R:1 method="wB97M-V/def2-TZVPD" e_homo_ha=-0.306 total_charge=0 lumo_ev=1.0292 smiles=CCNCC(C)C largest_force_ev_per_a=5.750 orbital_gap_ha=0.3440
H 0.7289 2.4635 -0.3181 2.4 0.2 1.5 0.43
H -1.5131 -0.8102 -1.9146 -0.1 1.4 -0.2 0.26
C 0.5628 -1.5423 1.3411 -1.0 -0.4 -5.6 -0.25
H -0.9917 2.2327 -0.1875 -0.4 0.6 1.0 0.39
H 1.4539 -1.8337 0.6475 -0.1 0.5 2.2 0.31
H 1.5326 0.5015 -0.4149 -0.7 -1.8 -1.6 0.38
H 1.6604 -1.3390 3.0953 0.2 0.2 0.2 0.31
C -0.2135 0.9039 -1.5337 0.2 0.1 0.4 0.72
C 0.6543 -1.6067 2.7859 0.6 -3.1 3.6 -1.10
H -0.0858 -2.3660 0.8488 0.0 1.4 1.3 0.25
C -1.5709 0.3281 -2.0104 0.8 -1.7 -1.9 -1.29
H -0.0353 -1.0569 3.4810 0.2 -0.3 -1.4 0.32
H -2.4570 0.6041 -1.5418 -1.3 0.7 1.7 0.37
H -1.8838 0.5074 -3.0920 1.1 0.0 1.0 0.30
H 0.5225 0.5712 1.2836 -0.5 -1.2 -0.4 0.30
C -0.1411 2.3185 -0.8306 -3.2 -1.6 -2.4 -1.58
H 0.6228 -1.0445 -1.1411 0.4 -0.5 0.0 0.50
H -0.2923 3.1827 -1.4792 -0.1 -0.2 -0.2 0.35
H 0.5715 -2.7684 3.1658 0.1 2.8 -1.0 0.27
N 0.0997 -0.2241 0.7563 -0.5 -0.6 1.1 -0.35
H 0.4101 0.9088 -2.4046 0.5 0.2 -0.7 0.26
C 0.5514 -0.0989 -0.6393 1.4 3.3 1.6 -1.13

=====

No. 9
10
Properties=species:S:1:pos:R:3:forces:R:3:mulliken_charge:R:1 method="wB97M-V/def2-TZVPD" e_homo_ha=-0.291 total_charge=0 lumo_ev=0.7508 smiles="Fc1c[nH]c(=S)[nH]1" largest_force_ev_per_a=5.445 orbital_gap_ha=0.3185
C -1.1705 -0.1955 0.1112 3.2 -3.3 0.9 0.07
S -2.6780 -0.5917 -0.0380 -3.4 -0.9 -0.4 -0.45
N -0.5888 0.9580 0.2314 1.9 4.9 -1.5 -0.11
H 1.6146 1.8415 -0.2792 -2.7 -2.5 1.1 0.28
F 2.1434 -1.0582 -0.0210 2.6 -1.2 -0.4 -0.27
H -0.1113 -2.1245 0.0646 -0.1 1.7 0.3 0.27
H -1.0509 1.7140 -0.2437 -0.6 0.4 0.5 0.27
N -0.0491 -1.0868 0.1931 -3.2 -2.4 -0.3 -0.08
C 0.8360 0.9434 -0.0133 1.7 0.2 -0.5 -0.41
C 1.0548 -0.4002 -0.0050 0.5 3.1 0.3 0.44

=====

No. 10
9
Properties=species:S:1:pos:R:3:forces:R:3:mulliken_charge:R:1 method="wB97M-V/def2-TZVPD" e_homo_ha="-0.322 / -0.322" total_charge=0 lumo_ev="-0.9666 / -0.9665" smiles="O=C=C=CC=C=S" largest_force_ev_per_a=0.983 orbital_gap_ha="0.2861 / 0.2861"
C 0.8547 -0.3916 0.0907 -0.4 -0.3 0.0 -0.51
C -0.2549 1.8009 -0.0558 -0.9 0.3 0.1 -0.03
C -1.2159 -1.9320 0.0131 -0.5 -0.8 -0.1 1.06
O -2.1190 -2.6754 -0.0788 -0.1 0.2 0.0 -0.48
C 0.8139 1.0388 -0.0750 0.6 0.1 -0.1 0.07
H 1.7720 1.5215 -0.2194 0.0 0.2 0.0 0.34
C -0.1686 -1.2373 0.1046 0.7 0.7 0.1 -0.49
H 1.8629 -0.7754 0.2022 0.1 -0.1 0.0 0.34
S -1.5451 2.6505 0.0184 0.5 -0.3 -0.1 -0.31